C23H21Cl2N4O2PRhSSe2 | ωB97M-V/def2-TZVPD

The geometry in ORCA input format:
```
! RIJCOSX wB97M-V def2-TZVPD def2/J DEFGRID3
* xyz 1 1
Rh -0.326 0.175 -0.209
Se -2.453 -0.526 0.850
P -1.297 -2.111 1.807
Se 0.666 -1.671 0.917
C -1.889 -3.752 1.372
C -1.009 -4.743 0.948
C -1.493 -6.013 0.670
C -2.845 -6.288 0.814
C -3.722 -5.296 1.235
C -3.248 -4.027 1.516
C -1.268 -1.989 3.598
C -0.185 -2.495 4.312
C -0.203 -2.456 5.697
C -1.296 -1.918 6.362
C -2.374 -1.412 5.648
C -2.363 -1.442 4.263
H 0.044 -4.526 0.822
H -0.813 -6.786 0.339
H -3.219 -7.279 0.595
H -4.777 -5.513 1.343
H -3.937 -3.252 1.835
H 0.671 -2.912 3.795
H 0.638 -2.844 6.256
H -1.306 -1.887 7.443
H -3.219 -0.985 6.170
H -3.193 -1.024 3.706
N 5.392 4.008 -5.325
C 4.755 3.232 -4.396
C 4.172 3.817 -3.261
C 3.571 3.032 -2.303
C 3.538 1.650 -2.465
C 4.110 1.053 -3.583
C 4.716 1.838 -4.539
S 2.780 0.668 -1.250
O 3.198 -0.701 -1.384
O 2.904 1.320 0.027
N 1.138 0.737 -1.557
C 0.654 -0.164 -2.491
N -0.441 -0.747 -1.948
C -1.122 -1.669 -2.618
C -0.698 -2.000 -3.889
C 0.426 -1.342 -4.378
N 1.109 -0.422 -3.697
H 5.244 5.001 -5.316
H 5.631 3.608 -6.214
H 4.213 4.891 -3.134
H 3.139 3.482 -1.419
H 4.084 -0.022 -3.687
H 5.177 1.378 -5.404
H -1.979 -2.111 -2.126
H -1.217 -2.741 -4.477
H 0.796 -1.563 -5.372
Cl -0.024 1.719 1.671
C 1.572 1.662 2.544
Cl 2.232 3.265 2.717
H 2.228 1.047 1.939
H 1.338 1.248 3.517
*
```

Values from the calculation:
highest occupied orbital energy	-10.28	eV
frontier orbital gap	5.627	eV
maximum force	0.707	eV/Å
ΔE to the lowest compared entry with this formula, charge and spin	0.212	eV
E_LUMO	-4.65	eV